Here is a structure of composition C40H57CdN4P3Se from the OMol25 dataset. Energies are from ωB97M-V with the def2-TZVPD basis set.

The geometry in ORCA input format:
```
! wB97M-V def2-TZVPD RIJCOSX def2/J DEFGRID3
* xyz -2 1
Cd 0.700 -0.491 -1.202
C 3.962 2.947 -4.256
P 2.915 2.217 -2.923
C 3.973 2.594 -1.471
C 1.654 3.557 -2.733
C 2.023 4.887 -2.549
C 1.079 5.877 -2.330
C -0.265 5.537 -2.291
C -0.650 4.220 -2.482
C 0.293 3.216 -2.712
P -0.220 1.457 -2.906
C -0.132 1.212 -4.716
C -2.024 1.538 -2.635
H 4.301 3.961 -4.033
H 3.407 2.956 -5.196
H 4.834 2.304 -4.383
H 4.347 3.620 -1.479
H 4.815 1.899 -1.468
H 3.393 2.425 -0.564
H 3.073 5.154 -2.553
H 1.391 6.902 -2.173
H -1.016 6.295 -2.104
H -1.702 3.976 -2.438
H -0.609 2.034 -5.253
H -0.640 0.274 -4.946
H 0.911 1.114 -5.017
H -2.526 2.223 -3.322
H -2.231 1.824 -1.602
H -2.416 0.530 -2.782
C 2.800 -5.012 -3.431
C 1.838 -4.086 -2.677
C 2.310 -3.903 -1.230
C 0.407 -4.638 -2.690
C 1.830 -2.790 -3.388
N 1.785 -1.798 -3.970
H 2.812 -5.986 -2.937
H 3.812 -4.604 -3.425
H 2.482 -5.151 -4.466
H 2.335 -4.888 -0.757
H 1.612 -3.274 -0.674
H 3.309 -3.469 -1.189
H 0.407 -5.618 -2.205
H 0.034 -4.749 -3.709
H -0.254 -3.970 -2.134
N 1.926 1.209 1.314
C 1.811 2.090 2.321
C 0.736 2.896 2.032
C 0.252 2.407 0.810
N 0.984 1.390 0.375
H 2.585 0.457 1.183
H 2.463 2.078 3.179
H 0.335 3.683 2.644
H -0.605 2.732 0.243
C -0.930 -1.769 -0.749
C -2.007 -1.906 -1.666
C -3.372 -2.127 -1.318
C -4.378 -2.241 -2.258
C -4.118 -2.156 -3.626
C -2.792 -1.958 -4.010
C -1.780 -1.844 -3.077
H -3.630 -2.155 -0.272
H -5.398 -2.386 -1.915
H -4.911 -2.245 -4.358
H -2.540 -1.898 -5.066
H -0.758 -1.712 -3.420
Se 5.629 -1.304 -1.952
C 4.003 -0.836 -1.365
N 2.949 -0.523 -0.982
C -3.083 -3.165 2.329
C -1.679 -3.389 1.767
C -1.697 -4.483 0.701
C -0.799 -3.855 2.933
P -0.788 -1.870 1.009
C -1.734 -0.474 1.780
C -2.699 0.251 1.079
C -3.294 1.371 1.644
C -2.933 1.797 2.918
C -1.967 1.100 3.633
C -1.379 -0.021 3.052
C -0.159 2.299 6.850
C 0.205 3.244 7.966
C 0.784 2.523 5.701
C 0.012 0.884 7.339
H -3.466 -4.108 2.742
H -3.795 -2.823 1.584
H -3.069 -2.429 3.135
H -2.054 -5.424 1.140
H -0.694 -4.652 0.300
H -2.346 -4.219 -0.137
H -1.222 -4.757 3.391
H -0.735 -3.087 3.707
H 0.216 -4.075 2.597
H -2.972 -0.070 0.080
H -4.047 1.918 1.083
H -3.391 2.679 3.351
H -1.640 1.430 4.619
H -0.592 -0.530 3.598
H 0.133 4.296 7.664
H 1.269 3.089 8.318
H -0.430 3.115 8.850
H 0.746 3.555 5.327
H 0.586 1.863 4.849
H 1.861 2.334 5.995
H -0.631 0.655 8.198
H 1.072 0.681 7.673
H -0.207 0.140 6.564
*
```

Properties
HOMO level: 0.268 eV
energy above the lowest of the compared OMol25 structures with the same formula, charge and spin: 0.0 kJ/mol
LUMO: 3.84 eV
gap between HOMO and LUMO: 3.58 eV

Here is a structure of composition C4HCaO2 from the OMol25 dataset. Energies are from ωB97M-V with the def2-TZVPD basis set.

The geometry in ORCA input format:
```
! wB97M-V def2-TZVPD RIJCOSX def2/J DEFGRID3
* xyz 0 2
O 1.770 1.288 0.953
C -1.346 -0.661 1.279
C -0.416 0.006 0.777
C 0.698 0.671 0.214
C 0.552 1.560 -0.763
O 0.315 2.158 -1.768
Ca -0.380 4.126 -2.646
H 2.527 1.366 0.359
*
```

Properties
HOMO level (alpha / beta): -6.356 / -7.007 eV
expectation value of S²: 1.7507
LUMO (alpha / beta): -1.55 / -1.09 eV
gap between HOMO and LUMO (alpha / beta): 4.81 / 5.92 eV

Here is a cluster of 2 separate species, C9H10N2O3S in total from the OMol25 dataset. Energies are from ωB97M-V with the def2-TZVPD basis set.

The geometry in ORCA input format:
```
! wB97M-V def2-TZVPD RIJCOSX def2/J DEFGRID3
* xyz 0 1
C -3.601 0.895 -1.072
C -3.018 -0.327 -0.867
C -2.867 2.039 -0.791
C -1.709 -0.462 -0.476
C -1.489 1.902 -0.441
C -0.911 0.697 -0.262
C 0.813 1.161 1.534
C 3.578 -2.261 0.617
C 0.456 0.437 0.281
N 0.060 2.121 1.882
N 1.232 -0.445 -0.216
O 2.502 -1.321 0.936
O 1.941 0.766 2.217
O 1.159 -1.111 -1.214
S 2.938 -3.979 0.492
H -4.502 0.913 -1.667
H -3.601 -1.273 -0.936
H -3.164 2.979 -0.894
H -1.316 -1.528 -0.262
H -1.184 2.768 -0.034
H 4.210 -2.119 1.497
H 4.157 -1.865 -0.235
H 2.840 -4.209 1.854
H 0.070 2.435 2.912
H 2.499 0.130 1.708
*
```

Properties
HOMO level (alpha / beta): -9.334 / -9.333 eV
energy above the lowest of the compared OMol25 structures with the same formula, charge and spin: 597.2 kJ/mol
LUMO (alpha / beta): -1.91 / -1.91 eV
gap between HOMO and LUMO (alpha / beta): 7.43 / 7.43 eV

Here is a structure of composition C18H39F2NO13 from the OMol25 dataset. Energies are from ωB97M-V with the def2-TZVPD basis set.

The geometry in ORCA input format:
```
! wB97M-V def2-TZVPD RIJCOSX def2/J DEFGRID3
* xyz 0 1
N 0.582 0.381 -0.069
H 1.460 0.811 0.089
H -0.093 1.186 0.188
H 0.406 -0.351 0.510
H 0.605 0.154 -1.006
O 0.875 3.151 -0.969
H 1.191 3.971 -1.105
C -1.096 -5.429 0.038
C -0.179 -4.192 -0.205
O 0.943 -4.574 0.601
C 0.605 -5.505 1.460
O 1.428 -5.848 2.387
O -0.496 -6.124 1.127
F -0.666 -3.094 0.346
H -1.179 -6.091 -0.873
H -2.062 -5.255 0.487
H 0.174 -4.243 -1.289
C -2.301 4.439 -1.097
C -2.050 3.785 0.307
O -3.329 3.812 0.696
C -4.273 4.213 -0.219
O -5.483 4.387 -0.002
O -3.685 4.435 -1.267
F -1.248 4.687 1.020
H -1.643 4.005 -1.946
H -2.079 5.546 -0.901
H -1.513 2.923 0.242
C 0.583 -2.275 3.244
O 1.331 -1.314 2.534
C 2.416 -0.915 3.274
C 2.912 0.368 2.679
O 3.327 0.174 1.471
C 4.012 1.195 0.854
C 4.444 0.632 -0.510
O 3.558 -0.259 -1.150
C 4.032 -0.794 -2.417
H -0.306 -2.508 2.743
H 0.394 -2.031 4.263
H 1.032 -3.210 3.230
H 3.261 -1.625 3.217
H 2.148 -0.542 4.300
H 3.711 0.705 3.253
H 2.288 1.099 2.783
H 4.839 1.602 1.345
H 3.389 2.056 0.799
H 5.456 0.145 -0.508
H 4.778 1.592 -1.435
H 3.892 0.178 -3.190
H 3.364 -1.541 -2.666
H 4.873 -1.237 -2.288
C 0.126 -0.894 -4.147
O -0.589 -0.452 -3.023
C -1.358 0.752 -3.325
C -2.561 0.956 -2.358
O -2.189 0.462 -1.273
C -3.321 0.325 -0.387
C -3.035 -0.031 1.034
O -1.962 0.792 1.466
C -1.988 0.865 2.882
H -0.442 -1.169 -5.187
H 0.675 -1.786 -4.128
H 0.904 0.022 -4.413
H -1.554 0.896 -4.298
H -0.720 1.643 -3.263
H -3.405 0.557 -2.834
H -2.777 2.003 -2.347
H -4.078 -0.290 -0.969
H -3.689 1.256 -0.185
H -2.595 -1.111 1.080
H -3.948 0.045 1.561
H -2.948 1.443 3.271
H -1.048 1.193 3.332
H -2.106 -0.180 3.139
*
```

Properties
HOMO level: -6.717 eV
energy above the lowest of the compared OMol25 structures with the same formula, charge and spin: 0.0 kJ/mol
LUMO: 0.00 eV
gap between HOMO and LUMO: 6.71 eV

Here is a structure of composition H24O12Xe from the OMol25 dataset. Energies are from ωB97M-V with the def2-TZVPD basis set.

The geometry in ORCA input format:
```
! wB97M-V def2-TZVPD RIJCOSX def2/J DEFGRID3
* xyz 0 1
Xe -0.190 -0.505 -0.044
O 1.864 -2.398 2.871
H 2.633 -2.516 2.313
H 1.811 -1.453 3.011
O 3.558 -0.179 -0.926
H 4.406 -0.606 -0.807
H 3.415 0.301 -0.110
O 3.003 1.286 1.172
H 3.848 1.165 1.605
H 2.386 0.785 1.706
O -3.495 0.410 0.698
H -3.837 0.291 -0.188
H -2.775 1.032 0.595
O -1.317 0.255 -3.577
H -0.370 0.390 -3.552
H -1.451 -0.588 -3.144
O 1.802 -0.648 -3.438
H 1.864 -1.603 -3.410
H 2.189 -0.357 -2.612
O -2.498 -2.262 -2.497
H -2.509 -3.132 -2.099
H -2.751 -2.411 -3.408
O -1.428 2.849 -2.623
H -1.283 1.945 -2.903
H -1.287 2.833 -1.676
O -1.179 -3.997 0.769
H -1.738 -3.282 1.072
H -1.699 -4.441 0.099
O 1.308 0.418 3.253
H 0.629 -0.187 3.551
H 1.738 0.711 4.056
O -0.307 2.581 2.542
H 0.194 1.863 2.929
H -1.144 2.567 3.006
O -1.778 2.724 0.278
H -1.091 2.901 0.921
H -2.518 3.258 0.565
*
```

Properties
HOMO level: -9.740 eV
energy above the lowest of the compared OMol25 structures with the same formula, charge and spin: 101.6 kJ/mol
LUMO: -0.54 eV
gap between HOMO and LUMO: 9.20 eV

Here is a cluster of 4 separate species, C20H36BrNO6PS2 in total from the OMol25 dataset. Energies are from ωB97M-V with the def2-TZVPD basis set.

The geometry in ORCA input format:
```
! wB97M-V def2-TZVPD RIJCOSX def2/J DEFGRID3
* xyz 1 1
C -0.154 0.390 2.666
C -0.827 0.828 1.309
N -1.529 -0.330 0.761
C -2.398 0.001 -0.383
C -3.520 1.021 -0.035
C -0.615 -1.364 0.369
S -1.007 -2.919 0.762
S 0.970 -1.101 -0.486
C 0.707 -0.111 -2.006
C 0.801 1.436 -1.821
C 2.085 1.886 -1.082
P 1.899 3.381 -0.003
Br -0.148 4.227 0.112
H 0.896 0.106 2.534
H -0.769 -0.429 3.053
H -0.190 1.256 3.338
H -0.009 1.209 0.667
H -1.485 1.667 1.545
H -1.860 0.359 -1.278
H -2.886 -0.939 -0.684
H -3.319 1.978 -0.541
H -3.482 1.239 1.040
H -4.517 0.684 -0.324
H 1.445 -0.399 -2.768
H -0.271 -0.308 -2.463
H 0.815 1.909 -2.812
H -0.131 1.762 -1.342
H 2.823 2.158 -1.843
H 2.553 1.102 -0.465
H 2.838 4.388 -0.351
H 2.243 2.970 1.315
O -5.996 -1.225 4.969
C -5.366 -1.895 4.208
O -4.243 -1.457 3.584
C -3.782 -2.453 2.654
C -4.378 -3.760 3.144
C -5.692 -3.300 3.760
H -4.132 -2.185 1.653
H -2.695 -2.472 2.651
H -4.494 -4.502 2.355
H -3.740 -4.191 3.919
H -6.497 -3.256 3.024
H -5.987 -3.917 4.605
O 2.463 3.924 -3.103
C 2.649 5.112 -3.175
O 2.175 5.980 -2.256
C 2.464 7.334 -2.671
C 3.630 7.209 -3.632
C 3.374 5.849 -4.270
H 1.572 7.747 -3.148
H 2.706 7.937 -1.799
H 3.689 8.028 -4.345
H 4.569 7.182 -3.075
H 2.718 5.921 -5.139
H 4.297 5.339 -4.535
O 3.966 -7.479 -1.322
C 3.205 -6.780 -0.726
O 1.888 -6.679 -1.033
C 1.271 -5.679 -0.206
C 2.170 -5.557 1.010
C 3.541 -5.860 0.424
H 1.212 -4.746 -0.773
H 0.263 -5.996 0.056
H 2.100 -4.587 1.500
H 1.907 -6.323 1.743
H 4.024 -4.964 0.028
H 4.193 -6.356 1.139
*
```

Properties
HOMO level: -11.195 eV
LUMO: -4.56 eV
gap between HOMO and LUMO: 6.64 eV

Here is a structure of composition C32H87F6HfN5O22S2 from the OMol25 dataset. Energies are from ωB97M-V with the def2-TZVPD basis set.

The geometry in ORCA input format:
```
! wB97M-V def2-TZVPD RIJCOSX def2/J DEFGRID3
* xyz 2 1
Hf -8.537 -1.735 8.949
C -5.548 -5.540 9.859
F -5.248 -6.606 10.661
F -4.532 -4.662 9.856
F -5.796 -5.944 8.586
S -7.187 -4.784 10.496
O -8.215 -5.797 10.181
O -6.985 -4.562 11.938
O -7.388 -3.493 9.757
C -5.814 -4.248 5.394
F -4.899 -4.025 4.497
F -6.739 -5.037 4.869
F -5.286 -4.800 6.460
S -6.477 -2.474 5.932
O -5.252 -1.672 6.078
O -7.418 -2.047 4.867
O -7.142 -2.541 7.257
C -8.440 -4.766 -1.580
O -7.883 -3.663 -0.811
C -8.695 -3.242 0.258
C -7.861 -2.946 1.565
N -8.350 -1.809 2.375
C -8.074 -0.493 1.803
C -6.598 -0.052 1.807
O -6.337 0.475 3.130
C -4.977 0.299 3.557
H -9.231 -4.285 -2.155
H -8.895 -5.490 -0.905
H -7.820 -5.264 -2.325
H -9.351 -4.049 0.584
H -9.321 -2.385 0.010
H -6.786 -2.834 1.420
H -7.947 -3.808 2.226
H -7.892 -1.880 3.273
H -8.603 0.167 2.490
H -8.513 -0.380 0.812
H -6.504 0.633 0.964
H -5.975 -0.854 1.411
H -4.294 0.424 2.717
H -4.858 -0.752 3.821
H -4.730 0.875 4.449
C 1.170 0.859 -1.084
O 0.040 0.724 -0.204
C -0.224 -0.644 0.115
C -1.660 -0.672 0.805
N -1.829 -2.079 1.147
C -3.196 -2.311 1.492
C -3.616 -3.761 1.211
O -4.086 -3.874 -0.144
C -4.531 -5.199 -0.488
H 2.147 0.729 -0.619
H 1.265 1.884 -1.443
H 0.959 0.309 -2.001
H 0.492 -0.979 0.866
H -0.230 -1.259 -0.784
H -2.443 -0.381 0.105
H -1.625 -0.125 1.748
H -1.617 -2.687 0.368
H -3.959 -1.717 0.989
H -3.277 -2.178 2.571
H -4.495 -3.990 1.814
H -2.796 -4.466 1.346
H -5.515 -5.416 -0.072
H -3.774 -5.979 -0.406
H -4.645 -5.228 -1.571
C -11.513 -0.182 0.432
O -11.120 0.051 1.836
C -12.245 0.079 2.696
C -11.723 0.034 4.104
N -11.020 -1.194 4.526
C -11.977 -2.331 4.581
C -11.612 -3.370 5.623
O -10.316 -3.888 5.382
C -10.133 -4.451 4.088
H -11.837 -1.219 0.343
H -10.685 -0.038 -0.262
H -12.374 0.414 0.129
H -12.877 -0.771 2.441
H -12.807 1.003 2.563
H -12.587 0.252 4.732
H -11.029 0.855 4.282
H -10.354 -1.476 3.820
H -12.331 -2.666 3.606
H -12.870 -1.901 5.035
H -12.315 -4.203 5.604
H -11.623 -2.879 6.596
H -9.081 -4.660 3.893
H -10.272 -3.745 3.269
H -10.756 -5.340 3.992
C -4.044 -7.351 3.382
O -4.407 -8.390 4.298
C -5.530 -8.155 5.218
C -5.654 -9.356 6.234
N -6.338 -10.461 5.571
C -6.057 -11.716 6.262
C -6.830 -12.840 5.596
O -6.438 -12.977 4.216
C -6.915 -14.181 3.680
H -3.495 -7.683 2.501
H -3.662 -6.435 3.832
H -5.006 -6.958 3.053
H -6.435 -8.168 4.610
H -5.340 -7.150 5.594
H -6.156 -9.071 7.158
H -4.615 -9.666 6.345
H -5.885 -10.546 4.672
H -6.292 -11.605 7.320
H -4.985 -11.881 6.154
H -7.906 -12.719 5.715
H -6.727 -13.777 6.145
H -7.991 -14.341 3.733
H -6.447 -15.029 4.181
H -6.696 -14.285 2.617
C -6.844 2.957 10.016
O -6.345 2.069 9.001
C -5.236 2.671 8.308
C -4.667 1.620 7.356
N -4.336 0.307 7.933
C -3.151 0.306 8.786
C -2.578 -1.134 8.856
O -1.771 -1.438 7.657
C -0.419 -0.982 7.816
H -7.388 2.376 10.761
H -7.610 3.613 9.603
H -6.166 3.507 10.669
H -4.458 2.900 9.037
H -5.467 3.592 7.774
H -3.758 2.040 6.925
H -5.309 1.458 6.490
H -4.325 -0.432 7.244
H -3.385 0.628 9.800
H -2.412 1.034 8.450
H -3.392 -1.859 8.857
H -2.059 -1.142 9.814
H 0.076 -1.254 6.883
H 0.207 -1.372 8.618
H -0.303 0.101 7.777
O -7.359 0.131 7.879
H -7.398 0.366 6.952
H -6.781 0.787 8.269
O -2.769 -1.448 5.108
H -3.639 -1.476 5.506
H -2.181 -1.231 5.832
O -6.068 -1.214 9.673
H -5.375 -0.669 9.300
H -5.669 -1.611 10.448
O -9.475 -3.631 7.822
H -9.833 -4.422 8.225
H -9.731 -3.692 6.902
O -9.274 -1.200 6.612
H -8.690 -1.056 5.867
H -10.151 -1.222 6.230
O -7.466 0.963 5.394
H -7.065 1.829 5.324
H -7.162 0.495 4.616
*
```

Properties
HOMO level: -11.585 eV
LUMO: -10.04 eV
gap between HOMO and LUMO: 1.54 eV

Here is a structure of composition CBrClF2O from the OMol25 dataset. Energies are from ωB97M-V with the def2-TZVPD basis set.

The geometry in ORCA input format:
```
! wB97M-V def2-TZVPD RIJCOSX def2/J DEFGRID3
* xyz 0 1
C -0.218 0.222 -0.005
O 0.171 -0.815 -0.694
F 1.250 1.031 0.465
F 0.823 -1.822 0.091
Cl -1.057 0.049 1.476
Br -0.968 1.335 -1.334
*
```

Properties
HOMO level: -11.754 eV
energy above the lowest of the compared OMol25 structures with the same formula, charge and spin: 267.7 kJ/mol
LUMO: -1.16 eV
gap between HOMO and LUMO: 10.59 eV

Here is a cluster of 2 separate species, C3H2OS in total from the OMol25 dataset. Energies are from ωB97M-V with the def2-TZVPD basis set.

The geometry in ORCA input format:
```
! wB97M-V def2-TZVPD RIJCOSX def2/J DEFGRID3
* xyz 0 1
C 0.043 1.064 0.047
C 0.958 0.212 0.716
C 0.840 0.092 -0.586
H 1.704 -0.030 1.436
H 1.356 -0.465 -1.267
O -2.299 -1.131 -0.427
S -2.602 0.258 0.081
*
```

Properties
HOMO level (alpha / beta): -8.693 / -8.276 eV
energy above the lowest of the compared OMol25 structures with the same formula, charge and spin: 474.5 kJ/mol
LUMO (alpha / beta): -1.17 / -1.09 eV
SMILES: C1=CC=1.O=S
gap between HOMO and LUMO (alpha / beta): 7.52 / 7.18 eV

Here is a structure of composition C3H4NaO3 from the OMol25 dataset. Energies are from ωB97M-V with the def2-TZVPD basis set.

The geometry in ORCA input format:
```
! wB97M-V def2-TZVPD RIJCOSX def2/J DEFGRID3
* xyz 0 2
O -0.366 -1.066 -0.316
O -2.140 0.237 -0.213
C -0.777 0.109 -0.167
C -2.992 -0.769 0.114
H -2.629 -1.794 0.121
H -4.043 -0.493 0.070
Na 1.252 1.775 0.302
O 2.175 -0.218 0.201
C 1.629 -1.343 0.026
H 1.521 -2.025 0.890
H 1.759 -1.850 -0.949
*
```

Properties
HOMO level (alpha / beta): -6.874 / -7.905 eV
energy above the lowest of the compared OMol25 structures with the same formula, charge and spin: 210.8 kJ/mol
expectation value of S²: 0.7540
LUMO (alpha / beta): -0.62 / -0.62 eV
gap between HOMO and LUMO (alpha / beta): 6.25 / 7.28 eV